1.
{"formula": "C46H40N3O3PS2SeSr", "method": "wB97M-V/def2-TZVPD", "e_above_lowest_kcal_mol": 4.94, "spin_multiplicity": 1, "species": ["C", "N", "H", "C", "C", "H", "H", "H", "O", "C", "C", "C", "H", "C", "C", "C", "C", "C", "C", "C", "H", "C", "H", "H", "H", "C", "C", "C", "C", "H", "H", "C", "C", "H", "N", "H", "O", "C", "H", "C", "H", "C", "H", "H", "C", "C", "H", "C", "C", "S", "C", "C", "C", "C", "C", "H", "C", "H", "H", "C", "H", "H", "C", "H", "C", "H", "C", "H", "H", "H", "H", "C", "H", "C", "N", "C", "Se", "H", "P", "C", "H", "H", "O", "H", "H", "H", "C", "H", "C", "C", "Sr", "H", "S", "H", "C", "C", "H"], "coordinates": [[-2.593, 2.504, 1.172], [-1.196, -2.364, -0.255], [0.186, 1.803, -3.743], [2.105, -0.479, 0.321], [3.912, -1.838, 3.394], [0.533, -2.314, -6.347], [2.977, -3.332, -2.168], [4.713, 3.269, -2.647], [-0.739, -0.241, -2.813], [-2.747, -0.988, 2.189], [2.590, 3.594, -2.663], [2.134, 1.217, -4.508], [4.145, 5.649, 0.162], [-2.713, 3.781, 1.706], [-1.885, 3.356, -0.842], [3.398, -1.016, 4.393], [3.907, 3.929, -2.948], [3.384, 2.702, 1.658], [1.084, -2.520, -5.436], [-0.630, 1.341, 4.496], [3.869, 1.836, 2.093], [-2.967, 1.286, 1.947], [-1.879, 1.165, 6.227], [4.620, -2.618, 3.651], [2.207, -0.022, -2.677], [2.615, 0.895, -3.099], [2.868, -3.658, -4.294], [-1.579, -2.979, -1.172], [2.074, 0.150, 2.753], [2.106, 0.626, 4.856], [2.429, 0.380, -5.147], [0.092, 3.818, 5.497], [-0.818, 3.033, 6.192], [1.365, 3.979, 3.781], [-2.154, 2.301, -0.076], [5.234, 3.676, 1.186], [0.773, 2.060, -1.540], [4.153, 3.738, 1.142], [-3.002, 3.920, 2.739], [-2.432, 4.873, 0.903], [1.016, 6.296, -3.929], [2.491, -0.017, 4.073], [0.536, 2.372, -5.360], [2.699, 2.081, -4.865], [1.996, 2.762, 1.602], [-0.221, 0.411, -5.309], [0.538, 4.153, -2.738], [0.290, 2.120, 3.792], [3.135, 5.967, -3.964], [-0.751, -0.909, -4.160], [-1.173, 1.788, 5.691], [1.394, 3.876, 1.019], [4.177, 5.117, -3.609], [1.824, 5.630, -3.658], [-3.605, -1.006, 3.279], [3.724, -4.320, -4.323], [2.157, 4.915, 0.512], [-1.807, 5.488, -1.069], [-4.291, 2.294, 3.310], [1.548, 4.437, -3.001], [1.016, -1.877, -2.101], [-1.169, 0.833, -5.649], [3.522, -1.654, 2.079], [-1.532, 3.136, -1.842], [0.634, 1.512, -4.692], [3.918, -2.269, 1.280], [1.350, -2.273, -3.050], [0.252, -0.070, -6.166], [3.706, -1.153, 5.421], [3.701, 0.775, -3.074], [5.199, 5.384, -3.840], [-3.850, 1.352, 3.015], [3.350, 6.897, -4.474], [0.697, -1.956, -4.227], [-2.436, 0.131, 1.536], [3.544, 4.846, 0.570], [-2.173, -3.877, -2.602], [0.380, 4.786, 5.887], [0.897, 1.428, 2.203], [2.454, -3.114, -3.089], [-2.518, 5.877, 1.300], [-2.292, -1.893, 1.804], [2.908, -0.815, -0.562], [-3.828, -1.940, 3.775], [0.313, 3.921, 0.956], [1.674, 5.771, 0.056], [0.647, 3.363, 4.308], [2.486, -3.813, -6.403], [-4.171, 0.187, 3.692], [-2.030, 4.663, -0.406], [-0.501, 0.138, -0.371], [-4.860, 0.213, 4.526], [2.266, 2.078, -1.770], [-0.917, 0.369, 4.106], [2.600, -0.665, 1.748], [2.177, -3.370, -5.466], [-1.244, 3.388, 7.122]]}

=====

2.
{"formula": "C46H41CdCl2O4P3S2Te", "method": "wB97M-V/def2-TZVPD", "e_above_lowest_kcal_mol": 13.09, "spin_multiplicity": 1, "species": ["H", "H", "H", "H", "C", "C", "C", "C", "H", "H", "C", "C", "H", "C", "H", "C", "H", "Cl", "H", "C", "C", "S", "H", "C", "H", "H", "H", "C", "C", "Cd", "H", "C", "C", "H", "H", "Te", "C", "H", "C", "C", "C", "C", "H", "H", "O", "C", "H", "C", "C", "C", "C", "H", "C", "H", "C", "S", "C", "C", "C", "H", "C", "C", "P", "H", "H", "H", "O", "H", "Cl", "C", "C", "H", "C", "C", "C", "C", "C", "C", "H", "C", "H", "C", "P", "C", "H", "H", "H", "H", "O", "H", "O", "H", "P", "H", "C", "H", "C", "H", "C", "H"], "coordinates": [[5.871, -3.858, -0.690], [-2.058, -4.753, 3.425], [-7.000, -1.565, -0.586], [-3.486, 1.855, 0.012], [-0.237, 0.720, -2.319], [-0.576, 3.256, 3.305], [4.246, -2.745, 0.130], [2.321, 1.567, -2.879], [-2.582, 4.358, 0.812], [-2.694, -5.074, -2.490], [2.048, -5.288, 3.103], [-2.171, -1.931, -3.604], [-4.709, -2.247, -0.021], [-3.237, -1.149, 2.791], [-0.215, 6.944, -4.113], [-5.551, 1.486, -0.422], [1.462, 7.939, -2.599], [0.596, -1.094, 2.435], [-2.699, -3.924, -0.342], [-4.947, -1.199, -0.139], [-2.514, -3.354, -1.237], [-2.047, 0.511, -2.266], [-7.539, 0.829, -0.869], [-2.529, -4.006, -2.461], [4.954, 2.037, -1.695], [3.711, -3.622, 0.511], [-2.081, -1.337, -4.502], [2.018, -4.366, 4.135], [1.214, 6.442, -1.092], [0.614, -0.894, -0.124], [4.488, 2.054, 0.020], [-3.510, -1.752, 4.003], [1.932, 0.285, -3.227], [-3.306, -3.530, 5.188], [2.385, -6.299, 3.275], [4.080, 0.102, 2.422], [1.151, -2.717, 2.625], [-1.555, -3.688, 1.306], [5.072, 1.516, -0.738], [-0.357, 4.695, -1.587], [0.160, 2.002, -1.927], [-2.289, -1.983, -1.181], [3.317, 1.899, -3.124], [6.635, 0.971, 0.625], [3.266, -1.794, -0.246], [-6.235, -0.814, -0.452], [1.787, 3.406, -1.925], [1.456, 2.418, -2.214], [6.535, 1.476, -0.333], [-2.128, -3.142, 2.039], [-2.402, -3.742, 3.257], [-0.430, 3.356, 4.370], [-2.569, -1.849, 1.784], [-2.284, 4.551, 3.258], [0.939, 7.039, -2.312], [0.576, -3.303, -0.058], [-4.255, 1.105, -0.116], [1.622, -4.916, 1.844], [-2.350, -3.306, -3.642], [0.790, 4.814, 0.226], [0.113, 2.352, 1.189], [-2.118, -1.294, -2.381], [-2.229, -0.866, 0.278], [2.335, -4.656, 5.122], [-3.540, -0.124, 2.613], [1.097, 1.933, 3.038], [-2.462, 1.002, -3.579], [2.631, -0.374, -3.721], [1.655, -6.082, 0.574], [1.569, -3.082, 3.893], [-1.613, 3.932, 2.680], [1.524, -2.353, 4.686], [0.642, -0.150, -2.950], [1.155, -3.621, 1.553], [-1.786, 3.820, 1.313], [-0.915, 3.038, 0.556], [-6.536, 0.531, -0.603], [-0.643, 5.307, -2.803], [7.117, 0.937, -1.077], [5.126, -3.147, -1.039], [0.308, -1.130, -3.279], [-3.099, -3.057, 4.239], [3.448, -0.246, 0.223], [0.566, 5.277, -0.725], [0.821, 1.784, 0.603], [6.919, 2.488, -0.240], [-2.369, -3.821, -4.590], [-5.789, 2.533, -0.531], [2.134, 0.376, -0.213], [-1.367, 4.849, -3.463], [4.552, 0.212, -0.896], [4.522, -3.615, -1.815], [-1.183, 3.085, -1.263], [4.855, -2.324, 0.943], [-3.946, -0.243, 0.012], [-4.046, -1.203, 4.763], [0.005, 6.474, -3.165], [1.942, 6.879, -0.423], [0.279, 2.459, 2.562], [5.622, -2.271, -1.453]]}

=====

3.
{"formula": "C46H41N5O2PtSi", "method": "wB97M-V/def2-TZVPD", "spin_multiplicity": 1, "species": ["C", "C", "H", "H", "C", "H", "H", "C", "C", "H", "H", "C", "N", "N", "H", "O", "H", "H", "H", "C", "C", "H", "H", "C", "C", "C", "C", "C", "C", "C", "C", "N", "C", "C", "C", "C", "O", "Pt", "Si", "H", "C", "H", "H", "C", "H", "H", "H", "H", "H", "C", "C", "C", "C", "H", "H", "C", "H", "C", "C", "C", "H", "C", "C", "H", "N", "H", "C", "C", "H", "C", "C", "H", "C", "H", "H", "H", "C", "H", "H", "C", "H", "C", "H", "N", "C", "C", "H", "H", "H", "H", "C", "H", "C", "H", "C", "C"], "coordinates": [[-6.633, -0.112, -1.135], [-2.882, 6.380, 0.312], [-4.027, 3.479, -1.523], [-7.408, 5.274, 0.356], [-4.862, 0.519, -2.912], [-2.875, -0.350, -2.982], [2.509, 1.182, 3.909], [-6.485, 3.671, 1.431], [-5.735, 4.470, -0.703], [11.055, -8.357, -0.435], [1.959, 2.560, -0.928], [3.718, 1.389, -1.002], [-5.336, -2.141, -1.625], [-0.150, -1.322, 0.277], [-4.805, 1.027, -3.877], [-3.525, -1.212, -0.625], [5.920, -2.360, -0.577], [-7.675, 0.114, -0.902], [-6.907, 1.124, -2.852], [6.012, -5.104, -0.180], [0.563, -4.023, 0.305], [-1.816, 5.221, -1.130], [6.666, -8.434, -0.244], [8.389, -5.540, -0.277], [-5.458, 2.749, 1.463], [3.823, -2.271, -0.313], [-4.552, 2.680, 0.401], [-1.056, -2.260, 0.532], [3.189, 3.116, 3.293], [10.464, -7.444, -0.402], [0.991, 3.114, 1.578], [5.060, -2.838, -0.371], [-0.755, -3.607, 0.526], [-2.395, 1.177, 0.376], [2.047, -0.664, -0.283], [4.283, 0.119, -0.828], [9.121, -7.863, -0.367], [-0.528, 0.713, 0.076], [-0.382, 3.061, 0.253], [-4.498, 1.210, -2.151], [-4.167, -1.393, -1.628], [-6.713, -0.569, -3.273], [-5.967, -1.630, 0.278], [1.839, 4.208, 1.642], [-7.188, 3.719, 2.248], [-2.067, -1.922, 0.715], [0.091, 3.695, -1.029], [10.679, -6.843, -1.292], [0.552, 1.181, 2.400], [2.322, 2.035, 3.273], [6.834, -7.369, -0.235], [2.369, 1.572, -0.793], [1.234, 2.034, 2.419], [-5.345, 2.078, 2.303], [-3.231, 7.100, -0.415], [-6.345, -1.578, -0.745], [0.824, -5.069, 0.298], [1.154, -1.691, 0.037], [-3.908, -0.697, -2.940], [-1.612, 4.390, 0.825], [1.629, 5.066, 1.021], [4.899, -4.183, -0.170], [-2.758, 5.598, 2.570], [-3.780, 7.386, 1.978], [3.630, -4.492, 0.008], [4.064, 3.097, 3.928], [1.539, -3.070, 0.096], [-2.095, 5.318, -0.090], [-5.698, -2.311, -2.557], [7.331, -4.654, -0.217], [-1.972, 4.536, 2.160], [3.611, 5.051, 2.488], [-4.716, 3.542, -0.694], [-6.012, 0.547, -0.527], [-4.126, -1.340, -3.795], [-7.238, -2.196, -0.823], [-6.342, 0.219, -2.611], [7.558, -3.598, -0.191], [4.330, 2.216, -1.322], [2.938, -3.323, -0.068], [5.342, -0.029, -0.979], [-6.620, 4.539, 0.360], [-3.005, 5.713, 3.616], [1.523, 0.609, -0.427], [3.439, -0.918, -0.480], [-3.203, 6.533, 1.649], [-1.529, -4.333, 0.708], [-1.613, 3.817, 2.886], [4.764, -6.829, -0.137], [-5.838, 5.156, -1.531], [2.936, 4.209, 2.482], [10.727, -6.872, 0.494], [5.784, -6.484, -0.177], [9.392, -5.145, -0.315], [8.153, -6.910, -0.296], [-3.427, 1.835, 0.410]]}

=====

4.
{"formula": "C46H42Cl6N8O12", "method": "wB97M-V/def2-TZVPD", "spin_multiplicity": 1, "species": ["O", "Cl", "C", "C", "H", "N", "O", "H", "C", "O", "H", "H", "N", "H", "C", "C", "H", "Cl", "C", "C", "C", "C", "C", "H", "C", "N", "C", "H", "H", "C", "C", "H", "C", "Cl", "H", "O", "C", "N", "C", "C", "C", "H", "H", "C", "C", "H", "O", "C", "O", "C", "C", "C", "H", "O", "H", "C", "H", "H", "N", "H", "C", "H", "H", "N", "C", "C", "C", "H", "H", "C", "H", "H", "C", "O", "H", "H", "H", "C", "N", "Cl", "H", "O", "C", "H", "Cl", "C", "C", "C", "Cl", "H", "C", "C", "H", "C", "C", "H", "H", "C", "C", "C", "C", "O", "H", "H", "H", "N", "H", "O", "H", "C", "H", "H", "O", "H"], "coordinates": [[0.711, -3.930, 7.014], [-3.240, -3.440, -1.405], [-0.719, -3.998, -4.210], [-0.060, 3.853, 4.580], [-1.824, 3.408, -5.811], [2.239, -3.298, -6.806], [-4.639, 8.089, -0.520], [2.260, 2.800, 1.688], [-0.672, 5.420, 0.478], [-2.124, 4.468, 5.379], [-1.321, -0.557, -0.278], [3.241, -0.797, -2.975], [3.555, -0.569, 2.808], [1.829, 4.304, 5.601], [-2.165, 2.274, -3.910], [0.463, -1.586, 5.352], [3.605, -2.753, -4.383], [-1.700, -5.173, 0.496], [2.161, 3.626, 3.621], [-0.165, -3.731, -2.978], [-0.232, -5.026, -5.026], [-2.245, 5.622, -1.332], [0.950, -1.396, -5.989], [1.180, 2.705, -1.681], [-2.481, 2.795, -5.199], [0.818, -0.275, -0.270], [0.827, -4.575, -2.485], [-0.510, 4.343, -1.451], [4.469, -1.174, 5.345], [1.999, -2.272, -5.769], [3.321, -4.261, 3.224], [-0.109, 0.420, -5.464], [-0.482, 0.085, -0.514], [-5.161, 1.076, 0.532], [0.113, -0.017, 2.256], [2.351, -4.995, -0.784], [-3.651, 2.197, -5.594], [0.246, -4.035, 5.898], [-2.927, 6.601, -0.605], [0.219, 2.877, 2.387], [0.867, 1.820, -1.158], [1.187, 0.604, -3.293], [-3.087, 7.609, 1.229], [2.542, -1.041, -3.761], [-3.036, -3.952, 0.284], [-3.955, -4.467, 0.564], [3.363, -3.725, -6.989], [3.409, -3.026, 2.652], [-0.139, -5.080, 5.466], [3.537, -4.400, 4.590], [1.323, -5.590, -3.272], [0.178, -0.847, 3.050], [-0.058, -4.151, 3.260], [3.579, -0.534, 1.588], [0.191, 4.916, 0.846], [-0.479, 1.334, -1.065], [0.333, -1.478, -6.884], [3.343, -5.321, 5.140], [-4.090, 1.460, -4.575], [2.989, -5.075, 2.661], [0.222, -2.864, 4.910], [-2.610, 5.333, -2.324], [3.060, -2.926, 1.608], [-0.948, 4.549, 5.612], [4.001, -3.328, 5.343], [0.656, -0.294, -5.127], [-0.617, 3.234, 3.434], [0.515, 0.477, 4.640], [-4.680, 2.616, 2.224], [-2.471, 6.925, 0.682], [-0.232, 2.397, 1.585], [-0.641, -5.221, -6.010], [4.166, -2.053, 4.751], [1.075, -3.268, -0.628], [0.644, -1.400, 6.416], [-1.386, 2.537, -3.215], [2.159, -6.209, -2.926], [1.627, 3.035, 2.502], [1.476, -4.245, -1.197], [-2.819, 1.288, 2.226], [1.194, -1.091, 0.201], [-4.636, 6.694, -2.192], [-1.105, 5.072, -0.824], [-1.701, 3.170, 3.476], [-3.438, 3.444, 0.394], [1.596, 0.771, -0.671], [-1.356, 6.361, 1.231], [1.440, -0.167, -4.005], [-3.015, -2.526, 1.321], [-0.067, -2.456, 1.624], [-4.146, 2.182, 1.409], [0.801, -5.843, -4.549], [-1.503, -3.404, -4.561], [0.289, -0.564, 4.374], [0.021, -3.127, 3.556], [-1.403, 1.897, -1.269], [-4.220, 2.354, -6.499], [0.032, -2.164, 2.637], [2.758, -2.097, -4.602], [3.727, -1.886, 3.433], [-3.249, 1.514, -3.510], [-0.412, 5.224, 6.446], [3.165, 3.930, 3.744], [-3.496, 0.972, -2.610], [-1.033, 6.694, 2.183], [-4.241, 7.150, -1.136], [4.199, -3.410, 6.377], [1.344, -3.578, -7.568], [1.185, -6.640, -5.177], [1.316, 3.947, 4.726], [2.666, 0.691, -0.571], [-4.768, 0.730, -4.668], [3.278, 0.345, 3.550], [-0.548, -2.932, -2.328]]}

=====

For reference, E by record: -156107.4154; -142999.1431; -71038.1920; -159990.4876 eV.
For reference, max |F| by record: 0.3; 2.2; 3.0; 3.3 eV/Å.
For reference, frontier orbital gap by record: 5.8; 7.4; 5.8; 7.7 eV.